Formula: C6H11N2
Source: OMol25
Level of theory: ωB97M-V/def2-TZVPD

Geometry as XYZ:
```
19
Properties=species:S:1:pos:R:3
N -0.17800 0.30165 -1.85068
N 0.30277 -2.01880 -1.72599
C -0.28479 1.77250 1.59917
C 0.11370 -0.43171 0.41795
C -0.30543 1.43390 -0.95938
C 0.36729 -1.46313 1.43295
C -0.14479 0.87311 0.42540
C 0.09209 -0.82264 -1.25048
H -0.86492 2.64849 1.33067
H -0.36267 -2.26836 1.37141
H 0.46483 2.18193 -1.17459
H 0.69770 2.10194 1.93618
H 1.36224 -1.89308 1.32100
H 0.30328 -1.01661 2.42162
H -1.27933 1.91721 -1.07394
H -0.77062 1.26760 2.43002
H 0.49746 -2.77522 -1.08756
H -0.27819 0.42117 -2.84974
H 0.26740 -2.22995 -2.71402
```

**HOMO**: -13.7 eV
**E_LUMO**: -2.8947 eV
**Charge**: +1
**SMILES string**: CC1=C(C)C(=[NH2+])NC1
**Multiplicity**: 1

---

Formula: C6H11N2
Source: OMol25
Level of theory: ωB97M-V/def2-TZVPD

Geometry as XYZ:
```
19
Properties=species:S:1:pos:R:3
N -0.15210 0.29873 -0.03504
N 0.79620 2.41692 -0.82498
C 1.25545 3.72051 -0.89506
C -1.16440 -2.45552 0.20336
C -0.59768 -1.65266 1.27305
C -0.81396 -2.59953 -1.07758
C 0.47038 -0.64880 0.97135
C 0.38389 1.44046 -0.34215
H -0.93634 -0.06921 -0.47106
H -1.38767 -3.29391 -1.74771
H -2.03740 -2.93374 0.52636
H -0.29671 -2.30796 2.16523
H 0.46645 -0.02034 1.99503
H 0.59255 4.48434 -0.30959
H 2.06562 3.79995 -0.20031
H 1.50080 -0.91143 0.71663
H -1.35981 -1.09712 1.69138
H 0.05343 -2.27058 -1.74244
H 1.16131 4.09988 -1.89647
```

**HOMO**: -13.4 eV
**E_LUMO**: -3.8257 eV
**Charge**: +1
**SMILES string**: C=CCC[NH+]=C=NC
**Multiplicity**: 1

---

Formula: C6H11N2
Source: OMol25
Level of theory: ωB97M-V/def2-TZVPD

Geometry as XYZ:
```
19
Properties=species:S:1:pos:R:3
N 0.63541 -1.59647 0.32118
N 1.88028 -1.91850 0.45808
C -1.11261 1.20516 2.01925
C -0.76564 1.19979 -0.45319
C -0.02099 0.17160 -1.35785
C -0.32455 1.14687 0.96561
C 0.00705 -1.31462 -1.00001
C 2.95458 -2.39179 0.38269
H -2.14081 1.22558 1.80366
H 0.44104 -0.72743 0.82764
H -0.81124 1.34620 3.04915
H -1.04136 -1.72912 -0.89743
H 0.50232 -1.83212 -1.72731
H 0.90336 0.61942 -1.59910
H 3.95509 -2.48856 0.43522
H -1.85674 1.00883 -0.60770
H 0.72505 1.19118 1.18070
H -0.56738 2.15757 -0.89976
H -0.57330 0.00113 -2.24658
```

**HOMO**: -13.5 eV
**E_LUMO**: -4.7123 eV
**Charge**: +1
**SMILES string**: C#[N+]NCCCC=C
**Multiplicity**: 1

---

Formula: C6H11N2O
Source: OMol25
Level of theory: ωB97M-V/def2-TZVPD

Geometry as XYZ:
```
20
Properties=species:S:1:pos:R:3
O -0.97759 1.61945 0.86100
N 3.33501 0.25663 -0.42900
N 1.18414 0.27642 -0.15064
C 3.05091 -0.72334 0.51177
C -1.70090 -0.50025 0.02982
C -1.03947 0.82584 -0.17419
C 2.19748 0.92082 -0.72444
C 1.68817 -0.69179 0.63143
C -3.21378 -0.47313 -0.37319
H -1.31197 -1.41850 -0.51430
H 2.01366 1.78726 -1.30957
H -3.80889 -1.30896 0.17435
H -3.76592 0.38115 -0.19674
H 4.31120 0.45759 -0.68239
H -1.15617 1.24645 1.73095
H 1.29544 -1.43304 1.29184
H -3.35361 -0.62916 -1.51913
H -1.62165 -0.75351 1.05279
H -1.02274 1.42711 -1.16390
H 3.89668 -1.26704 0.95353
```

**HOMO**: -13.0 eV
**E_LUMO**: -4.1089 eV
**Charge**: +1
**Multiplicity**: 1

---

Formula: C6H11N2O
Source: OMol25
Level of theory: ωB97M-V/def2-TZVPD

Geometry as XYZ:
```
20
Properties=species:S:1:pos:R:3
O 0.63433 -1.02618 0.58858
N -0.00026 -0.04090 -0.01279
N 1.87169 -0.91804 0.53417
C 2.18452 0.32990 0.00045
C -2.32863 0.13792 1.10729
C -1.45650 -0.07059 -0.23951
C 3.55650 0.81618 0.11598
C -1.91517 -1.34438 -0.97872
C 1.05448 0.87557 -0.46885
H -3.04889 -1.11927 -1.13932
H 0.65638 1.84495 -0.72488
H 4.16489 0.06148 0.65820
H -3.47239 0.03004 0.81075
H -1.65743 -2.20961 -0.34700
H -1.68700 0.74116 -0.78337
H 4.01804 1.11512 -0.90755
H -2.29652 1.09747 1.59973
H 3.43508 1.83289 0.53410
H -2.05695 -0.80548 1.71006
H -1.65617 -1.34823 -2.05732
```

**HOMO**: -15.4 eV
**E_LUMO**: -5.2984 eV
**Charge**: +1
**SMILES string**: Cc1c[n+](C(C)C)on1
**Multiplicity**: 1

---

Formula: C6H11N2O
Source: OMol25
Level of theory: ωB97M-V/def2-TZVPD

Geometry as XYZ:
```
20
Properties=species:S:1:pos:R:3
O 0.00148 1.38223 -0.04367
N -1.96455 2.27442 0.08009
N -1.87534 -0.03471 0.15060
C 3.41636 -0.21187 0.07808
C -1.24409 1.13323 0.07867
C 1.00456 0.52791 0.31337
C -1.39563 -1.31349 -0.09057
C 2.22347 0.49171 -0.22069
C -2.24726 -2.34180 -0.12158
H -0.35747 -1.40102 -0.28089
H 0.89806 -0.00557 1.26880
H -2.92069 2.26766 -0.08167
H -1.35787 3.13091 -0.09783
H -3.25384 -2.10427 -0.24165
H 3.58955 -0.82049 -0.81792
H 3.62313 -0.90022 0.98757
H -1.71491 -3.29267 -0.13081
H 2.22454 0.87423 -1.14418
H -2.89099 -0.07545 0.41233
H 4.24150 0.41928 -0.09806
```

**HOMO**: -13.2 eV
**E_LUMO**: -3.2931 eV
**Charge**: +1
**SMILES string**: C=CNC(=[NH2+])O/C=C/C
**Multiplicity**: 1

---

Formula: C6H11N2O
Source: OMol25
Level of theory: ωB97M-V/def2-TZVPD

Geometry as XYZ:
```
20
Properties=species:S:1:pos:R:3
O -1.49796 -0.92844 1.63612
N 0.24070 2.01612 -0.84923
N 1.97476 2.16789 0.68692
C -0.63504 -0.39288 0.78873
C 0.77028 -0.34047 -1.27327
C -2.05582 -2.20202 1.36126
C -0.13057 -0.94610 -0.33584
C 0.80405 2.60567 0.40591
C 0.96451 0.95717 -1.54239
H -0.32413 0.57449 1.17104
H -1.28800 -2.97806 1.40053
H 1.32414 -1.03737 -1.88731
H -2.79150 -2.37896 2.14212
H 0.08596 2.82491 -1.46685
H -0.38558 -1.96961 -0.56514
H -2.54589 -2.21541 0.38464
H 1.65299 1.29490 -2.29891
H -0.69490 1.66692 -0.58107
H 2.43027 2.52975 1.51638
H 2.49529 1.47259 0.14314
```

**HOMO**: -12.7 eV
**E_LUMO**: -3.4003 eV
**Charge**: +1
**Multiplicity**: 1

---

Formula: C6H11N2O
Source: OMol25
Level of theory: ωB97M-V/def2-TZVPD

Geometry as XYZ:
```
20
Properties=species:S:1:pos:R:3
O -1.49174 1.40870 0.85398
N -1.33886 -0.81995 0.77110
N 0.55736 -1.91702 -0.12302
C 1.54300 -0.94776 -0.04037
C -1.10887 0.32814 0.11322
C 1.33188 0.33855 0.24861
C -0.64157 -1.92949 0.51518
C -1.19996 0.38787 -1.45980
C 1.80114 1.62032 0.56598
H 2.46313 1.92116 -0.29465
H 2.39007 1.81512 1.52597
H 0.86014 2.28324 0.50406
H -2.00794 -0.64609 1.54353
H -0.83330 -0.41318 -1.92094
H -0.69729 1.22506 -1.68835
H -1.12604 -2.90986 0.81732
H 2.53026 -1.42437 -0.19668
H -1.90104 2.06590 0.28124
H -2.18839 0.51222 -1.88146
H 1.05802 -2.89858 -0.13494
```

**HOMO (alpha / beta)**: -11.8 / -11.8 eV
**E_LUMO (alpha / beta)**: -4.2778 / -4.2758 eV
**Charge**: +1
**Multiplicity**: 1

---

Energy above the lowest of the compared OMol25 structures with the same formula, charge and spin per entry: 4.9, 90.5, 121.0, 54.3, 127.6, 69.2, 92.1, 111.7 kcal per mole
Largest force on an atom per entry: 0.0942, 0.0854, 0.1342, 0.0683, 0.1222, 0.0863, 0.0289, 0.1009 hartree/bohr